Record 1
# C37H43N6O2PPdS

A molecular structure, C37H43N6O2PPdS (wB97M-V/def2-TZVPD, the Open Molecules 2025 dataset).

Last column: Mulliken charge in e.
Atoms and positions in Å:
Pd: -1.222755 -0.782398 -0.719699  0.79
N: -1.800418 -5.048949 -1.535630  -0.67
C: -1.456568 -3.673342 -1.407008  0.34
S: -2.326773 -2.752237 -0.190935  -0.63
N: -0.535949 -3.202675 -2.156752  -0.90
N: -0.108511 -1.934661 -1.824629  0.77
C: 0.676548 -1.258270 -2.783209  -1.10
C: 1.681302 -2.002822 -3.531650  0.97
C: 2.279467 -3.152242 -2.975918  -0.12
C: 3.296341 -3.823255 -3.627756  -0.60
C: 3.756358 -3.395180 -4.872805  -0.48
C: 3.152968 -2.288564 -5.455122  -0.76
C: 2.127989 -1.615027 -4.804840  -0.10
C: 0.698011 0.112062 -2.666324  -0.01
C: 1.623831 1.039492 -3.280631  -0.46
C: 1.492833 2.377176 -3.103231  -0.77
C: 0.465379 2.902101 -2.263922  -0.96
C: -0.300692 1.984631 -1.587679  -0.41
N: -0.199374 0.662090 -1.730577  0.11
H: -2.805119 -5.155208 -1.591767  0.22
H: -1.369726 -5.404134 -2.381021  0.26
H: 1.921932 -3.494041 -2.015121  0.25
H: 3.744484 -4.693213 -3.157921  0.33
H: 4.556298 -3.922321 -5.380443  0.36
H: 3.473050 -1.950887 -6.435877  0.35
H: 1.643833 -0.779690 -5.294718  0.60
H: 2.441617 0.651586 -3.872103  0.33
H: 2.202704 3.048712 -3.577473  0.33
H: 0.329214 3.962415 -2.103770  0.35
H: -1.043354 2.309588 -0.865839  0.21
O: -0.761368 0.239548 2.450369  -0.70
C: -1.726870 0.739704 1.906421  -0.75
N: -2.523838 1.704935 2.534446  -0.03
C: -3.722238 1.943948 1.765263  3.33
C: -3.359552 1.172220 0.453801  -0.71
O: -4.073343 1.224203 -0.530971  -0.74
N: -2.212516 0.493752 0.641811  0.81
C: -3.921620 3.439656 1.551000  -1.06
C: -4.216930 4.228505 2.662644  0.07
C: -4.348534 5.602191 2.551803  -0.88
C: -4.187861 6.215066 1.314539  -0.33
C: -3.896189 5.439097 0.204389  -1.06
C: -3.766268 4.058873 0.317344  -0.05
C: -4.959347 1.272395 2.347364  -0.48
C: -6.236603 1.751478 2.073427  -0.23
C: -7.357669 1.096776 2.562769  -0.87
C: -7.219290 -0.052679 3.327046  -0.33
C: -5.949785 -0.549913 3.585007  -0.89
C: -4.829417 0.105028 3.096341  -0.29
H: -2.542998 1.683472 3.540933  0.43
H: -4.347737 3.753483 3.629033  0.36
H: -4.573974 6.196616 3.429501  0.36
H: -4.287131 7.289946 1.220523  0.37
H: -3.763399 5.905859 -0.764058  0.41
H: -3.554849 3.458436 -0.556617  0.46
H: -6.352415 2.637073 1.462455  0.45
H: -8.344414 1.483272 2.336584  0.36
H: -8.094578 -0.566743 3.705576  0.37
H: -5.827105 -1.462642 4.154804  0.38
H: -3.845620 -0.312064 3.273996  0.46
C: 4.842265 -0.441014 -1.717887  -1.10
C: 4.640951 -1.130208 -0.363656  0.18
C: 5.617861 -0.567586 0.668598  -1.74
P: 2.799902 -1.173205 -0.000219  1.21
C: 2.648963 -2.731616 1.016513  0.67
C: 1.248081 -2.793746 1.625346  -1.23
C: 3.735365 -3.078458 2.034827  -1.66
C: 2.381225 0.218742 1.163321  2.54
C: 2.624587 1.544612 0.437462  -1.59
C: 2.904677 0.276685 2.597575  -1.78
H: 5.893623 -0.487755 -2.025633  0.53
H: 4.547787 0.610628 -1.669415  0.19
H: 4.232119 -0.913697 -2.489617  0.03
H: 4.873241 -2.193921 -0.509408  0.59
H: 5.447791 0.499609 0.822357  0.24
H: 6.649853 -0.684732 0.315922  0.46
H: 5.534007 -1.060552 1.636506  0.28
H: 2.686247 -3.505098 0.237380  0.15
H: 1.107743 -2.047461 2.411142  0.09
H: 1.066857 -3.781168 2.062184  0.51
H: 0.479999 -2.611887 0.871722  0.01
H: 3.797002 -2.342741 2.836759  0.19
H: 4.720304 -3.153759 1.568906  0.36
H: 3.513897 -4.048947 2.493936  0.50
H: 1.292735 0.096543 1.228556  -1.43
H: 3.691424 1.784430 0.382621  0.21
H: 2.130006 2.361202 0.971360  0.45
H: 2.229806 1.523406 -0.579550  0.31
H: 3.994046 0.325021 2.649712  0.22
H: 2.568870 -0.578261 3.183068  0.31
H: 2.507302 1.172701 3.086441  0.45

Atoms 1-2, force components in eV/Å:
Pd 0.0326 -0.0406 0.0355
N 0.0164 -0.0187 -0.0166

The LUMO energy is 4.19 eV. The calculation puts the HOMO energy at 0.50 eV. The value obtained for the calculated total energy is -2782.28335 Ha. Its net charge is -2. Its energy relative to the best compared isomer or geometry (same formula, charge and spin) is 0.00 kJ/mol.

Record 2
# C6H6N

A gas-phase ion, C6H6N (charge +1) (wB97M-V/def2-TZVPD, the Open Molecules 2025 dataset).

Last column: Mulliken charge in e.
Atoms and positions in Å:
C: -0.779750 2.518943 0.745543  -0.18
C: -0.054515 1.992203 -0.063382  -0.35
C: 0.608171 0.965093 -0.670978  0.40
C: 1.456509 0.102432 -1.155319  -0.15
N: 0.386898 -0.461351 -0.367912  0.14
C: 0.070702 -1.115074 0.854744  -0.36
C: -0.728062 -1.352327 -0.390190  -0.33
H: -1.328957 3.186838 1.350376  0.42
H: 2.277933 -0.251994 -1.730889  0.39
H: -0.337072 -0.489275 1.636830  0.23
H: 0.739813 -1.891124 1.208646  0.26
H: -0.597375 -2.286651 -0.922226  0.27
H: -1.714296 -0.917713 -0.495243  0.25

Atoms 1-2, force components in eV/Å:
C 0.7320 0.2521 -0.9290
C -0.8548 0.6366 0.7521

The LUMO energy is -4.72 eV. The calculation puts the HOMO energy at -14.63 eV. The value obtained for the calculated total energy is -286.49754 Ha. Its net charge is +1. Its energy relative to the best compared isomer or geometry (same formula, charge and spin) is 361.60 kJ/mol.

Record 3
# C22H22CdFI2N3O5S4

A molecular structure, C22H22CdFI2N3O5S4 (wB97M-V/def2-TZVPD, the Open Molecules 2025 dataset).

Last column: Mulliken charge in e.
Atoms and positions in Å:
Cd: -2.599894 -0.000183 1.631992  1.60
I: 0.547342 1.551269 4.708686  -0.01
C: -1.395983 2.214788 4.159035  -0.34
I: -1.629480 4.321535 4.302264  -0.01
H: -2.110134 1.739229 4.825163  0.33
H: -1.577045 1.958063 3.107126  -0.06
C: 0.592409 4.490584 -3.598165  -1.76
C: 0.933362 3.004862 -3.606061  0.49
C: 2.403837 2.799028 -3.933634  -1.02
C: 2.727623 1.312204 -3.992276  -1.08
C: 2.354820 0.668791 -2.682188  1.36
C: 2.998244 -0.464827 -2.241612  -1.02
C: 2.655511 -1.017430 -1.015853  0.02
F: 3.312966 -2.137862 -0.610976  -0.41
C: 1.697116 -0.472731 -0.220280  -1.42
C: 1.012828 0.657580 -0.663597  -0.02
C: -0.071738 1.193082 0.192696  1.00
O: -0.245550 0.699225 1.299063  -0.45
C: -0.829630 2.272494 -0.383408  0.31
C: -0.442997 2.775783 -1.576719  -0.31
N: 0.630538 2.361923 -2.312811  0.21
C: 1.337157 1.236203 -1.891655  -0.43
C: -2.076329 2.915931 0.245292  -0.08
O: -2.460354 3.968817 -0.296519  -0.84
O: -2.582976 2.317693 1.237961  -0.62
H: 1.047146 4.961015 -4.472359  0.43
H: 0.983498 4.967160 -2.696815  0.37
H: -0.479692 4.674139 -3.645076  0.50
H: 0.341260 2.513694 -4.385063  0.09
H: 3.009631 3.273871 -3.154244  0.31
H: 2.622868 3.284709 -4.884351  0.38
H: 3.786861 1.151277 -4.195215  0.43
H: 2.166188 0.853013 -4.811509  0.32
H: 3.766707 -0.930289 -2.849873  0.45
H: 1.431883 -0.895110 0.742948  1.09
H: -1.042847 3.583184 -1.970463  0.59
S: -3.034087 -0.412331 4.988948  -0.53
S: -4.433329 -1.871672 4.868432  -0.22
S: -5.424888 -1.674964 2.912078  -0.25
S: -5.049958 0.227402 2.321030  -0.45
N: 2.780855 -4.989183 0.774592  -0.36
C: 2.045068 -4.982635 1.932586  0.00
O: 2.248726 -5.788704 2.817363  -0.65
C: 0.971958 -3.932879 2.000354  0.97
C: 0.522390 -3.486946 3.230986  -0.85
C: -0.469483 -2.509733 3.280349  -0.43
N: -1.010439 -1.987993 2.182793  0.28
C: -0.592646 -2.431351 0.994702  -0.84
C: 0.393652 -3.396907 0.858769  -0.73
H: 3.577916 -5.598975 0.766858  0.24
H: 2.831970 -4.151829 0.215451  0.23
H: 0.946562 -3.897588 4.140206  0.45
H: -0.861556 -2.126101 4.219383  0.37
H: -1.092255 -1.976557 0.131673  0.62
H: 0.681589 -3.733649 -0.130540  0.63
C: -3.591638 -1.833917 -0.572793  -0.82
O: -2.623502 -0.854022 -0.328100  -0.79
H: -4.615452 -1.457370 -0.471176  0.25
H: -3.520059 -2.701291 0.105117  0.27
H: -3.496518 -2.233539 -1.600586  0.18

Atoms 1-2, force components in eV/Å:
Cd -0.8878 -0.0272 0.4825
I -0.0239 -0.0263 -0.0360

The LUMO energy is 3.48 eV. The calculation puts the HOMO energy at -0.15 eV. The value obtained for the calculated total energy is -3847.92527 Ha. Its net charge is -2. Its energy relative to the best compared isomer or geometry (same formula, charge and spin) is 204.23 kJ/mol.

Record 4
# C24H34DyN6O5S

A molecular structure, C24H34DyN6O5S (wB97M-V/def2-TZVPD, the Open Molecules 2025 dataset).

Last column: Mulliken charge in e.
Atoms and positions in Å:
Dy: -0.087003 -1.177601 0.928510  -0.04
C: 1.432597 0.642299 3.745410  -1.51
N: 1.244697 0.857099 2.312710  1.33
C: 2.558297 0.825599 1.655710  -1.52
C: 2.465997 0.731499 0.122310  1.07
C: 2.974897 -0.604501 -0.424990  -1.75
N: 2.134497 -1.705101 0.011510  0.43
C: 2.547097 -2.890201 -0.266590  -0.20
C: 1.898597 -4.133901 0.019010  0.75
C: 2.663697 -5.300901 -0.157490  -0.91
C: 2.178497 -6.552701 0.120610  -0.64
C: 0.869497 -6.685001 0.592010  -0.56
C: 0.076297 -5.583301 0.742610  -0.50
C: 0.532497 -4.263001 0.452110  0.53
O: -0.280703 -3.285001 0.572510  -0.43
C: 0.636797 2.182799 2.113010  -0.23
C: -0.730103 2.385699 2.772110  -1.13
C: -1.718503 1.231999 2.509310  -0.91
N: -1.551003 0.646099 1.194910  0.31
C: -2.276303 1.189899 0.228110  -0.49
C: -2.441403 0.350299 -1.028490  2.18
C: -3.299803 1.091399 -2.009590  -1.56
C: -2.786903 1.865199 -2.950390  -1.35
C: -1.310103 2.036399 -3.077590  0.34
C: -0.579303 0.830699 -2.593090  -1.07
C: -1.043003 0.056499 -1.600790  0.02
O: -0.371103 -0.947801 -1.104590  -0.58
H: 2.000197 1.470699 4.199210  0.35
H: 1.968597 -0.290401 3.910710  0.40
H: 0.464997 0.570499 4.236210  0.29
H: 3.097197 -0.050201 2.034610  0.56
H: 3.132397 1.726299 1.944710  0.34
H: 3.044397 1.535899 -0.337590  0.76
H: 1.419697 0.834499 -0.192390  -0.98
H: 4.015797 -0.767301 -0.103290  0.46
H: 2.966297 -0.560601 -1.524090  0.42
H: 3.526797 -3.003501 -0.763490  0.21
H: 3.681997 -5.193201 -0.513790  0.30
H: 2.800197 -7.427601 -0.013490  0.37
H: 0.485697 -7.671101 0.825110  0.38
H: -0.938203 -5.677101 1.102610  0.45
H: 0.496997 2.354099 1.043810  -0.44
H: 1.321497 2.962799 2.492710  0.47
H: -1.143703 3.289699 2.322010  0.52
H: -0.632503 2.540899 3.850410  0.42
H: -2.744703 1.625399 2.625310  0.43
H: -1.585903 0.435099 3.254210  0.33
H: -3.167003 1.764699 0.509010  0.79
H: -4.372103 0.991099 -1.889790  0.38
H: -3.415503 2.424299 -3.635990  0.37
H: -1.036003 2.235799 -4.125490  0.96
H: 0.401397 0.626899 -3.001390  0.41
C: -3.123403 -0.971801 -0.631190  -1.69
H: -3.306203 -1.566701 -1.524590  0.46
H: -4.066403 -0.766801 -0.125090  0.46
H: -2.469703 -1.552201 0.040310  0.26
C: -1.211003 4.908599 -4.057790  -0.96
N: -1.468103 4.518399 -2.693390  -0.21
C: -0.851603 3.284999 -2.244190  -0.07
N: 0.591097 3.442899 -2.291990  -0.75
S: -1.355403 3.118299 -0.490790  -0.33
H: -1.662803 5.883599 -4.242490  0.40
H: -1.594903 4.208399 -4.818590  0.26
H: -0.132803 4.994299 -4.178990  0.30
H: -2.461803 4.460899 -2.498490  0.36
H: 0.949997 3.105099 -3.182390  0.34
H: 0.999797 2.875299 -1.557690  0.22
O: -0.175603 -3.738901 3.314510  -0.73
N: -0.093403 -2.652101 2.812010  1.32
O: 1.006697 -2.138501 2.593810  -0.52
O: -1.101703 -1.955901 2.648310  -0.64

Atoms 1-2, force components in eV/Å:
Dy 0.7676 3.3666 -1.8814
C 0.0544 -0.1745 0.0090

The LUMO energy (spin up / spin down) is 2.64 / 2.64 eV. The calculation puts the HOMO energy (spin up / spin down) at -4.18 / -4.20 eV. The value obtained for the calculated total energy is -2922.92900 Ha. Its net charge is -1. Its multiplicity is 6.

How do the records compare in F_max? In the order shown, they have 0.11, 1.89, 1.01, 4.95 eV Å⁻¹.